The following is a DFT calculation (ωB97M-V/def2-TZVPD) of a cluster of 2 separate species, C4H9N3O in total at a distorted geometry.

Geometry as XYZ:
```
17
Properties=species:S:1:pos:R:3:lowdin_charge:R:1
H -1.01 -3.03 -0.46 0.018
N -0.01 -2.88 -0.36 0.065
C 0.33 -1.87 0.32 -0.298
N -0.47 -1.03 1.08 -0.254
C -1.91 -1.06 1.14 -0.050
O 0.13 -0.32 2.12 -0.051
H 1.38 -1.78 0.59 0.116
H -2.27 -1.66 1.99 0.090
H -2.30 -1.46 0.20 0.077
H -2.26 -0.04 1.26 0.085
H 0.39 0.55 1.74 0.034
C 1.51 2.64 -2.00 -0.061
C 1.02 1.87 -0.89 -0.219
N 0.55 1.56 0.11 0.179
H 1.24 2.15 -2.93 0.087
H 2.60 2.74 -1.93 0.090
H 1.08 3.64 -1.98 0.093
```

Calculated values
Energy   -397.23208 Eh
HOMO energy   -8.2 eV
2S+1   1
Gap between HOMO and LUMO   8.7 eV